Record 1
Density functional theory data (ωB97M-V/def2-TZVPD) for a 5-piece molecular cluster, C22H38BrIN2O6 overall at a distorted geometry.

CARTESIAN COORDINATES (ANGSTROEM)
C: -1.04 0.98 4.05
O: -1.00 1.96 3.03
C: -2.14 2.77 2.94
C: -3.42 2.04 2.58
C: -3.49 1.54 1.14
C: -2.32 0.73 0.71
N: -1.35 1.34 0.11
C: -0.24 0.63 -0.28
C: 0.83 1.29 -0.91
C: 1.97 0.59 -1.29
C: 3.14 1.27 -1.96
C: 3.47 2.59 -1.33
O: 3.51 3.61 -1.89
I: 3.79 2.58 0.81
C: 2.04 -0.80 -1.06
C: 0.99 -1.47 -0.44
C: -0.16 -0.76 -0.04
N: -1.20 -1.39 0.58
C: -2.21 -0.68 0.93
Br: -3.61 -1.60 1.82
H: -1.69 1.28 4.86
H: -0.03 0.88 4.42
H: -1.38 0.02 3.68
H: -1.93 3.50 2.17
H: -2.29 3.31 3.87
H: -3.60 1.23 3.27
H: -4.24 2.74 2.72
H: -3.52 2.39 0.46
H: -4.41 0.99 0.98
H: 0.73 2.35 -1.07
H: 2.93 1.45 -3.00
H: 4.01 0.63 -1.84
H: 2.92 -1.34 -1.36
H: 1.02 -2.53 -0.26
C: -3.16 1.11 -3.57
C: -4.02 0.20 -2.71
O: -4.65 0.91 -1.64
H: -2.41 1.61 -2.96
H: -2.66 0.54 -4.36
H: -3.77 1.88 -4.05
H: -3.40 -0.55 -2.22
H: -4.76 -0.32 -3.32
H: -5.23 1.58 -2.03
C: -6.87 -1.86 5.26
C: -5.80 -2.91 5.47
O: -5.35 -3.49 4.25
H: -7.72 -2.29 4.73
H: -7.22 -1.45 6.21
H: -6.49 -1.03 4.66
H: -6.19 -3.74 6.06
H: -4.95 -2.49 6.02
H: -4.99 -2.78 3.71
C: 6.11 -1.61 0.73
C: 5.84 -2.40 -0.52
O: 5.84 -1.54 -1.66
H: 5.36 -0.83 0.84
H: 6.10 -2.24 1.62
H: 7.09 -1.13 0.67
H: 4.85 -2.86 -0.49
H: 6.57 -3.20 -0.66
H: 6.72 -1.14 -1.71
C: 6.35 -0.23 -5.39
C: 4.85 0.04 -5.36
O: 4.12 -1.02 -4.75
H: 6.55 -1.16 -5.91
H: 6.89 0.58 -5.89
H: 6.74 -0.32 -4.38
H: 4.47 0.13 -6.37
H: 4.65 0.99 -4.84
H: 4.45 -1.13 -3.85

## Properties
HOMO level, eV: -8.996
Spin multiplicity: 1
Net charge: 0
SMILES: COCCCc1nc2cc(CC(=O)I)ccc2nc1Br.CCO.CCO.CCO.CCO
Electronic energy, eV: -116837.74649
Gap between HOMO and LUMO, eV: 8.651

---

Record 2
Density functional theory data (ωB97M-V/def2-TZVPD) for C22H38CaCl5F9LiN3O10 as an isolated structure at a distorted geometry.

CARTESIAN COORDINATES (ANGSTROEM)
C: 7.07 3.39 1.14
C: 6.83 4.90 1.61
C: 5.50 5.59 1.04
Cl: 5.83 6.35 -0.62
C: 4.20 4.65 1.08
C: 3.50 4.37 2.49
C: 2.32 3.42 1.88
C: 1.90 4.44 0.70
N: 2.97 5.14 0.29
H: 7.61 3.31 0.12
H: 6.15 2.72 1.17
H: 7.82 2.93 1.89
H: 7.71 5.51 1.19
H: 6.94 4.98 2.75
H: 5.28 6.48 1.73
H: 4.35 3.62 0.57
H: 2.92 5.33 2.72
H: 4.11 3.93 3.34
H: 2.89 2.48 1.60
H: 1.44 3.21 2.58
H: 0.81 4.50 0.31
H: 2.91 5.90 -0.49
O: 2.68 0.54 1.79
Cl: 1.90 -0.54 1.23
O: 0.50 -0.17 1.29
O: 2.11 -1.76 1.99
O: 2.29 -0.76 -0.14
Ca: 5.25 5.09 -2.64
C: 1.86 -5.12 3.25
Cl: 0.21 -5.21 3.85
Cl: 2.17 -6.39 2.05
H: 2.02 -4.15 2.79
H: 2.55 -5.25 4.08
F: -0.63 4.65 -0.66
O: 10.49 3.62 -0.21
H: 9.76 3.94 0.31
Li: 3.99 -6.10 0.33
N: 5.79 -4.82 -2.66
O: 5.57 -4.27 -3.75
O: 4.84 -5.14 -1.91
O: 6.96 -5.06 -2.32
C: -4.43 0.11 -1.44
C: -3.19 1.04 -1.54
C: -3.62 2.48 -1.90
C: -4.04 2.65 -3.35
C: -2.96 2.12 -4.29
C: -2.55 0.66 -3.98
N: -2.22 0.47 -2.53
O: -1.05 1.00 -2.30
C: -3.68 -0.30 -4.41
C: -1.36 0.27 -4.90
C: -2.62 1.06 -0.10
H: -5.29 0.50 -1.98
H: -4.22 -0.90 -1.80
H: -4.76 -0.02 -0.40
H: -2.79 3.17 -1.70
H: -4.44 2.79 -1.25
H: -4.99 2.14 -3.54
H: -4.21 3.71 -3.56
H: -3.31 2.19 -5.33
H: -2.09 2.78 -4.23
H: -3.45 -1.33 -4.12
H: -3.80 -0.28 -5.49
H: -4.65 -0.04 -4.00
H: -0.51 0.95 -4.80
H: -1.66 0.31 -5.95
H: -1.02 -0.74 -4.69
H: -2.28 0.07 0.21
H: -3.38 1.39 0.61
H: -1.78 1.76 0.01
C: -4.03 -5.25 3.84
C: -4.17 -6.73 3.43
C: -3.50 -7.13 2.12
F: -4.03 -6.49 1.06
F: -3.69 -8.46 1.89
F: -5.48 -7.06 3.44
F: -3.59 -7.47 4.43
O: -5.14 -4.39 3.54
C: -5.19 -3.82 2.25
C: -6.43 -4.26 1.46
F: -6.45 -5.60 1.29
F: -6.43 -3.71 0.22
F: -4.04 -4.05 1.60
F: -5.24 -2.48 2.44
H: -3.97 -5.23 4.93
H: -3.08 -4.81 3.51
H: -2.43 -6.95 2.14
H: -7.34 -3.97 1.98
Cl: 3.21 7.62 -0.61

## Properties
HOMO level, eV: -6.240
Spin multiplicity: 1
Net charge: 0
Electronic energy, eV: -154063.64542
Gap between HOMO and LUMO, eV: 1.405

---

Record 3
Density functional theory data (ωB97M-V/def2-TZVPD) for a 3-piece molecular cluster, C22H38F6O9S overall at a distorted geometry.

CARTESIAN COORDINATES (ANGSTROEM)
C: -3.15 -2.57 -6.81
C: -3.36 -1.63 -5.61
C: -4.43 -0.58 -5.95
C: -3.98 0.43 -7.01
C: -2.74 1.23 -6.64
C: -2.90 1.83 -5.23
C: -1.92 2.99 -5.06
C: -1.41 3.15 -3.64
O: -2.54 3.34 -2.76
S: -2.37 4.58 -1.69
O: -1.00 4.64 -1.25
O: -3.19 3.91 -0.44
C: -2.65 2.64 0.00
C: -2.18 2.76 1.45
C: -2.53 1.55 2.31
C: -1.29 0.86 2.90
O: -0.87 -0.14 1.96
C: 0.43 -0.48 2.05
C: 0.70 -1.94 1.91
O: 1.30 0.29 2.19
H: -2.57 -3.44 -6.54
H: -2.73 -2.07 -7.67
H: -4.13 -2.93 -7.09
H: -3.69 -2.26 -4.79
H: -2.44 -1.12 -5.35
H: -5.28 -1.12 -6.38
H: -4.77 -0.10 -5.04
H: -4.79 1.14 -7.16
H: -3.86 -0.13 -7.94
H: -1.82 0.65 -6.71
H: -2.63 2.06 -7.35
H: -2.74 1.05 -4.49
H: -3.91 2.21 -5.20
H: -1.02 2.79 -5.65
H: -2.34 3.94 -5.40
H: -0.93 2.22 -3.36
H: -0.71 3.98 -3.64
H: -3.42 1.89 -0.07
H: -1.84 2.31 -0.65
H: -2.71 3.63 1.85
H: -1.12 3.00 1.48
H: -3.03 0.78 1.74
H: -3.18 1.81 3.14
H: -0.54 1.63 3.05
H: -1.56 0.44 3.87
H: 0.41 -2.52 2.78
H: 0.10 -2.31 1.08
H: 1.73 -2.11 1.63
C: 5.47 -2.90 2.39
C: 5.62 -3.67 1.09
O: 5.62 -5.09 1.31
C: 4.44 -5.65 1.56
O: 3.39 -5.08 1.61
C: 4.60 -7.16 1.74
F: 5.59 -7.45 2.60
F: 4.89 -7.75 0.57
F: 3.48 -7.71 2.21
H: 6.25 -3.20 3.10
H: 5.54 -1.83 2.21
H: 4.51 -3.10 2.86
H: 6.58 -3.44 0.64
H: 4.85 -3.40 0.37
C: 2.14 0.97 4.77
C: 2.52 2.33 5.31
O: 2.17 2.47 6.71
C: 2.96 1.86 7.58
O: 3.93 1.20 7.32
C: 2.47 2.13 9.01
F: 1.15 1.91 9.12
F: 2.70 3.41 9.35
F: 3.09 1.34 9.89
H: 1.07 0.79 4.93
H: 2.34 0.91 3.71
H: 2.68 0.17 5.27
H: 1.97 3.11 4.79
H: 3.58 2.54 5.17

## Properties
HOMO level, eV: -10.096
Spin multiplicity: 1
Net charge: 0
Electronic energy, eV: -68997.73732
Gap between HOMO and LUMO, eV: 10.550

---

Record 4
Density functional theory data (ωB97M-V/def2-TZVPD) for an isolated ion of composition C22H38IN2O5S and charge +1 at a distorted geometry.

CARTESIAN COORDINATES (ANGSTROEM)
C: 1.72 1.97 2.55
C: 0.63 1.99 2.00
C: -0.59 1.67 1.05
C: -0.22 0.71 -0.15
C: 1.20 -0.04 0.05
N: 1.16 -1.20 -0.90
C: 2.36 -2.11 -0.66
I: 2.31 -3.92 -1.87
C: 3.75 -1.38 -0.93
C: 4.48 -1.24 0.51
C: 0.94 -0.85 -2.33
C: 0.01 0.43 -2.60
C: -1.38 -0.04 -3.28
C: -2.60 -0.13 -2.28
C: -2.61 -1.64 -1.71
C: -3.15 -1.76 -0.21
C: -2.28 -2.74 0.70
C: -1.74 -2.05 2.03
O: -1.42 -3.15 2.94
C: -0.86 -2.68 4.13
O: -1.18 -1.64 4.68
C: 0.25 -3.53 4.85
C: 1.22 -4.22 4.07
N: -0.16 1.36 -1.47
C: 0.75 2.54 -1.51
C: -0.16 3.84 -1.81
C: -0.16 4.90 -0.62
S: -1.89 5.29 -0.13
O: -2.45 6.44 -0.85
O: -2.80 4.13 -0.32
O: -1.84 5.55 1.52
H: 2.76 1.85 2.96
H: -1.39 1.19 1.71
H: -1.02 2.67 0.72
H: -0.97 -0.15 -0.11
H: 2.09 0.64 -0.08
H: 1.24 -0.47 1.10
H: 0.34 -1.78 -0.61
H: 2.25 -2.45 0.42
H: 3.64 -0.34 -1.37
H: 4.45 -1.97 -1.59
H: 5.18 -2.12 0.63
H: 3.74 -1.23 1.37
H: 5.06 -0.27 0.59
H: 0.42 -1.74 -2.82
H: 1.92 -0.75 -2.90
H: 0.52 1.01 -3.44
H: -1.27 -0.98 -3.90
H: -1.64 0.78 -4.04
H: -3.59 -0.02 -2.83
H: -2.60 0.64 -1.45
H: -1.52 -1.99 -1.70
H: -3.14 -2.35 -2.43
H: -4.22 -2.12 -0.28
H: -3.10 -0.72 0.25
H: -1.38 -3.19 0.17
H: -2.93 -3.61 1.03
H: -0.75 -1.50 1.86
H: -2.48 -1.34 2.49
H: 0.32 -3.60 5.98
H: 2.23 -3.76 3.85
H: 0.98 -5.24 3.63
H: 1.53 2.52 -2.32
H: 1.32 2.71 -0.53
H: 0.30 4.38 -2.71
H: -1.18 3.49 -2.14
H: 0.30 5.88 -0.99
H: 0.50 4.54 0.22
H: -1.17 4.90 1.83

## Properties
HOMO level, eV: -10.529
Spin multiplicity: 1
Net charge: +1
SMILES: C#CC[C@@H]1C[N@H+]([C@@H](I)CC)C[C@@H](CCCCCCOC(=O)C=C)N1CCCS(=O)(=O)O
Electronic energy, eV: -55567.26425
Gap between HOMO and LUMO, eV: 7.019